# 1
{
  "formula": "C12H19NO2",
  "method": "ωB97M-V/def2-TZVPD",
  "charge": 0,
  "lumo_energy_ev": 0.7687,
  "max_force_ev_per_a": 3.258,
  "molar_mass_g_mol": 209.29,
  "homo_ev": -8.836,
  "smiles": "CN(C)C(=O)[C@]12CC[C@H](CC1=O)C2(C)C",
  "orbital_gap_ev": 9.6,
  "species": ["O", "O", "N", "C", "C", "C", "C", "C", "C", "C", "C", "C", "C", "C", "C", "H", "H", "H", "H", "H", "H", "H", "H", "H", "H", "H", "H", "H", "H", "H", "H", "H", "H", "H"],
  "positions_angstrom": [[1.750, -0.003, -1.382], [-1.481, -1.767, -0.965], [1.636, -1.957, -0.274], [-1.795, 1.476, 0.393], [0.539, 2.535, 0.273], [1.121, -0.661, -0.552], [1.057, -2.788, 0.791], [-0.430, 1.499, -0.309], [2.812, -2.503, -0.970], [-0.289, -0.071, 1.556], [-0.123, -0.002, 0.002], [-1.417, 0.952, 1.789], [-1.369, -0.643, -0.581], [-2.551, 0.315, -0.335], [-0.523, 1.869, -1.846], [-3.307, -0.149, 0.295], [-1.118, 2.765, -1.979], [-2.309, 2.466, 0.402], [0.292, 3.560, -0.001], [-0.011, -2.985, 0.537], [1.128, -2.247, 1.741], [-2.997, 0.681, -1.284], [-0.542, -1.062, 1.940], [2.856, -3.594, -0.892], [3.704, -2.116, -0.475], [-2.244, 0.420, 2.255], [1.514, -3.781, 0.895], [-0.889, 1.081, -2.496], [0.479, 2.082, -2.228], [2.830, -2.233, -2.041], [0.584, 2.518, 1.366], [1.546, 2.386, -0.138], [-1.084, 1.733, 2.434], [0.628, 0.226, 2.080]],
  "mulliken_charge": [-0.677, -0.570, 0.179, 0.353, -1.818, -0.349, -0.838, 0.902, -0.940, -0.865, 1.518, -1.324, 0.239, -0.968, -1.891, 0.417, 0.403, 0.466, 0.446, 0.250, 0.238, 0.288, 0.463, 0.351, 0.324, 0.439, 0.399, 0.440, 0.411, 0.283, 0.377, 0.348, 0.371, 0.335]
}

# 2
{
  "formula": "C19H18F5InN3O2S",
  "method": "ωB97M-V/def2-TZVPD",
  "charge": -1,
  "lumo_energy_ev": 2.1265,
  "max_force_ev_per_a": 2.543,
  "molar_mass_g_mol": 562.25,
  "homo_ev": -5.987,
  "orbital_gap_ev": 8.1,
  "species": ["In", "S", "F", "F", "F", "F", "F", "O", "O", "N", "N", "N", "C", "C", "C", "C", "C", "C", "C", "C", "C", "C", "C", "C", "C", "C", "C", "C", "C", "C", "C", "H", "H", "H", "H", "H", "H", "H", "H", "H", "H", "H", "H", "H", "H", "H", "H", "H", "H"],
  "positions_angstrom": [[5.189, 0.968, -2.468], [2.876, 0.745, -1.345], [2.788, -1.743, -0.588], [2.369, -0.746, -3.835], [0.882, -1.081, -1.382], [3.696, -2.164, -2.964], [1.624, -2.632, -3.172], [3.144, 0.858, 0.078], [1.890, 1.694, -1.843], [-6.448, 2.706, 3.128], [3.996, -7.102, -0.923], [-1.438, 3.710, -0.249], [-6.210, 4.189, 4.999], [3.143, -5.363, -2.338], [3.850, -6.535, -2.120], [-6.112, 2.945, 4.395], [3.421, -6.486, 0.108], [2.514, -1.658, -2.926], [-6.682, 5.249, 4.243], [-3.253, 2.459, 0.700], [6.976, -1.551, -0.966], [2.192, -1.018, -1.531], [-0.784, 2.558, -0.429], [-2.648, 3.642, 0.306], [2.555, -4.731, -1.253], [-1.303, 1.321, -0.072], [-2.561, 1.274, 0.504], [6.408, -0.614, -1.509], [-7.035, 5.023, 2.923], [-6.901, 3.740, 2.417], [2.696, -5.310, -0.001], [7.155, -2.478, -0.499], [-0.729, 0.421, -0.244], [-7.167, 3.517, 1.390], [2.000, -3.821, -1.385], [-7.406, 5.824, 2.298], [3.055, -4.954, -3.335], [0.199, 2.636, -0.879], [-4.238, 2.465, 1.148], [-5.924, 4.321, 6.033], [-2.998, 0.327, 0.797], [3.557, -6.966, 1.072], [4.978, 0.673, -4.191], [-6.772, 6.237, 4.676], [-3.155, 4.593, 0.438], [4.323, -7.059, -2.944], [-5.745, 2.087, 4.948], [5.736, 2.585, -2.045], [2.254, -4.854, 0.874]],
  "mulliken_charge": [0.793, 0.646, -0.256, -0.255, -0.315, -0.177, -0.285, -0.678, -0.665, -0.537, -0.609, -0.539, -0.375, -0.373, -0.300, -0.153, -0.228, 0.589, -0.184, -0.125, -0.017, 0.641, -0.434, -0.294, 0.023, -0.210, -0.611, -0.760, -0.415, -0.119, -0.502, 0.378, 0.358, 0.369, 0.498, 0.357, 0.360, 0.767, 0.366, 0.349, 0.384, 0.350, -0.310, 0.358, 0.366, 0.343, 0.356, -0.298, 0.371]
}

# 3
{
  "formula": "C5H12N3",
  "method": "ωB97M-V/def2-TZVPD",
  "charge": 1,
  "lumo_energy_ev": -5.9101,
  "max_force_ev_per_a": 4.226,
  "molar_mass_g_mol": 114.17,
  "homo_ev": -11.739,
  "orbital_gap_ev": 5.8,
  "species": ["N", "N", "N", "C", "C", "C", "C", "C", "H", "H", "H", "H", "H", "H", "H", "H", "H", "H", "H", "H"],
  "positions_angstrom": [[2.034, 0.036, 0.777], [3.554, 1.619, 1.617], [-1.770, -0.881, -1.435], [-2.598, -0.517, -0.290], [-1.535, -0.048, -2.416], [0.834, -0.012, -0.003], [-2.911, -1.453, 0.630], [2.376, 1.242, 1.290], [-2.894, 0.554, -0.276], [-2.420, -2.408, 0.579], [-1.281, -1.769, -1.453], [3.456, 2.503, 2.070], [-0.015, 0.025, 0.657], [2.803, -0.598, 0.538], [0.899, 0.774, -0.741], [-1.960, 0.898, -2.398], [1.490, 1.914, 1.429], [0.800, -0.919, -0.596], [-0.932, -0.391, -3.164], [-3.672, -1.272, 1.383]],
  "mulliken_charge": [-0.244, -0.644, -0.002, 0.000, -0.207, -1.011, -0.569, 0.075, 0.253, 0.244, 0.352, 0.262, 0.294, 0.275, 0.397, 0.279, 0.261, 0.374, 0.336, 0.277]
}

# 4
{
  "formula": "C4H6EuO5",
  "method": "ωB97M-V/def2-TZVPD",
  "charge": 1,
  "lumo_energy_ev": [-5.5190, -5.4080],
  "max_force_ev_per_a": 2.577,
  "molar_mass_g_mol": 286.05,
  "multiplicity": 9,
  "homo_ev": [-12.289, -12.288],
  "s2": 20.01,
  "orbital_gap_ev": [6.8, 6.9],
  "species": ["Eu", "O", "O", "O", "O", "O", "C", "C", "C", "C", "H", "H", "H", "H", "H", "H"],
  "positions_angstrom": [[-0.427, 1.810, -3.205], [-1.348, 0.484, -1.462], [0.656, 1.289, -1.080], [0.904, -3.090, 0.558], [-1.009, 1.408, 0.446], [0.078, -0.550, 0.066], [-0.857, -1.451, 0.598], [1.440, 1.996, 0.020], [-0.210, -2.772, 0.892], [-0.455, 0.596, -0.476], [2.483, 1.762, -0.223], [-1.692, -1.631, -0.102], [-0.863, -3.459, 1.475], [1.269, 3.070, -0.088], [1.332, 1.619, 1.044], [-1.302, -1.080, 1.537]],
  "mulliken_spin": [7.031, 0.148, -0.007, 0.000, 0.848, 0.022, -0.001, -0.001, 0.000, -0.040, 0.002, -0.001, 0.000, -0.001, 0.002, -0.003]
}